ORCA calculation (the ωB97M-V functional and the def2-TZVPD basis) on a molecular structure, C48H45BrClO4P2SiTa in a non-equilibrium geometry.

Geometry as XYZ:
```
103
Properties=species:S:1:pos:R:3:forces:R:3
Ta -0.706154 -2.180097 0.296533 -1.51 3.49 -3.02
C -1.364154 -1.584297 3.667233 0.30 0.29 -0.35
Si -0.443554 -0.518397 2.350233 -0.23 -0.17 0.86
C -1.181354 1.248703 2.595933 0.23 -0.43 -0.51
C -1.836854 1.569403 3.781833 -0.05 -0.08 0.24
C -2.477854 2.783003 3.959033 0.00 0.00 -0.02
C -2.501154 3.708703 2.928233 -0.03 0.03 0.01
C -1.842854 3.423603 1.749233 -0.07 0.00 0.04
C -1.178654 2.210203 1.581333 0.10 -0.09 -0.12
P -0.160754 1.922903 0.077033 -0.51 0.85 0.01
C 0.428346 3.671503 -0.023967 0.17 -0.12 -0.16
C 0.110146 4.557103 -1.047167 0.01 -0.12 0.05
C 0.521046 5.878303 -0.981767 0.06 0.15 -0.01
C 1.281046 6.323803 0.086133 -0.02 0.07 -0.13
C 1.625746 5.439703 1.095733 0.05 0.08 0.13
C 1.189546 4.131703 1.047733 0.02 -0.02 -0.10
C -1.393154 2.004403 -1.281867 0.18 -0.26 0.06
C -2.761754 2.165103 -1.121267 0.06 0.05 -0.05
C -3.593854 2.213003 -2.229167 -0.09 0.04 -0.01
C -3.067454 2.126703 -3.506367 -0.08 0.09 0.04
C -1.699954 1.975703 -3.676567 0.04 0.04 -0.12
C -0.872954 1.894303 -2.572067 -0.07 0.07 0.07
C 1.411946 -0.600497 2.824633 -0.35 0.07 -0.34
C 1.812846 -0.640797 4.156833 -0.03 0.07 0.15
C 3.131546 -0.865697 4.510833 -0.05 0.02 0.09
C 4.093046 -1.027297 3.526933 0.11 -0.04 -0.10
C 3.724046 -0.966297 2.196333 0.06 0.03 0.10
C 2.390446 -0.779797 1.843933 0.08 0.05 -0.06
P 1.940546 -0.686897 0.068433 0.55 -0.94 0.70
C 3.229446 0.563203 -0.339367 -0.45 0.36 -0.33
C 4.152046 0.446503 -1.369967 -0.13 -0.15 -0.02
C 5.141446 1.402803 -1.526267 0.14 0.09 -0.04
C 5.209446 2.490503 -0.672767 0.02 0.00 -0.05
C 4.266646 2.632303 0.332933 0.05 0.07 0.06
C 3.285346 1.676103 0.494633 -0.05 -0.05 -0.05
C 2.710746 -2.160997 -0.701067 -0.08 0.16 0.03
C 2.504546 -2.232397 -2.078767 0.00 0.00 0.19
C 2.921546 -3.333097 -2.799167 -0.01 -0.03 -0.14
C 3.522746 -4.393897 -2.139867 0.03 -0.09 0.01
C 3.724246 -4.333897 -0.771767 0.11 -0.07 0.04
C 3.329846 -3.218597 -0.049367 0.11 0.12 -0.04
H -1.227854 -1.244797 4.690833 0.10 0.12 0.16
H -1.002254 -2.608497 3.625033 0.05 -0.16 -0.01
H -2.433654 -1.600297 3.464433 -0.09 0.04 -0.09
H -1.841354 0.865803 4.598233 -0.05 -0.16 0.11
H -2.966654 3.008003 4.895133 -0.04 -0.02 0.11
H -3.012554 4.652803 3.048833 -0.05 0.06 0.01
H -1.834654 4.154603 0.952333 0.01 0.06 -0.02
H -0.485854 4.230703 -1.886867 -0.02 0.04 -0.01
H 0.229846 6.563303 -1.765567 0.03 0.05 -0.06
H 1.596146 7.355503 0.131933 0.05 0.08 0.02
H 2.223346 5.778203 1.929733 0.02 0.03 0.10
H 1.410646 3.461203 1.866133 0.05 -0.02 0.13
H -3.191154 2.283803 -0.139067 -0.02 -0.07 0.12
H -4.658454 2.330703 -2.082267 -0.07 0.00 -0.04
H -3.720654 2.194903 -4.362567 -0.05 -0.05 -0.11
H -1.281454 1.926003 -4.672067 0.04 -0.03 -0.06
H 0.197246 1.778103 -2.698467 0.08 -0.05 -0.07
H 1.077346 -0.503197 4.935633 -0.10 -0.01 0.13
H 3.412346 -0.917597 5.553333 0.00 0.03 0.07
H 5.126346 -1.196797 3.794433 0.07 -0.01 0.02
H 4.474846 -1.057997 1.420933 0.05 0.00 0.02
H 4.122146 -0.402297 -2.037167 0.05 -0.02 -0.01
H 5.873346 1.288003 -2.312767 0.04 -0.01 -0.07
H 5.995846 3.221503 -0.787467 0.05 0.08 -0.03
H 4.306846 3.481403 0.999233 -0.02 0.08 0.05
H 2.563946 1.757703 1.294533 0.06 0.08 0.07
H 1.995846 -1.408097 -2.563167 -0.04 -0.03 -0.14
H 2.765346 -3.377197 -3.868067 -0.03 0.00 -0.07
H 3.821846 -5.272497 -2.692367 0.04 -0.06 -0.04
H 4.179246 -5.167797 -0.256167 0.04 -0.05 0.02
H 3.475446 -3.189697 1.021433 0.01 -0.03 0.01
C -2.875754 -1.650497 -2.944767 0.23 0.01 0.03
C -1.398354 -2.058497 -2.800267 -0.56 -0.34 -0.23
C -0.627454 -1.623297 -4.056067 -0.09 -0.09 0.37
C -1.321554 -3.589197 -2.683467 0.18 0.34 -0.06
C -0.846654 -1.393797 -1.558967 0.31 -0.96 1.37
H -3.269654 -1.973797 -3.909167 -0.05 -0.02 -0.08
H -2.974354 -0.569697 -2.863967 -0.09 0.10 -0.05
H -3.462954 -2.104997 -2.149867 -0.11 0.03 0.02
H -1.027554 -2.117397 -4.939567 -0.07 -0.06 -0.10
H 0.421146 -1.892097 -3.963067 0.17 -0.01 -0.07
H -0.709354 -0.548997 -4.194667 0.03 0.15 -0.05
H -1.689854 -4.057597 -3.594767 -0.11 -0.09 -0.05
H -1.936454 -3.941697 -1.854467 -0.11 -0.12 0.16
H -0.292754 -3.909797 -2.519667 0.01 -0.05 -0.06
H -0.450254 -0.414897 -1.827267 0.20 -0.01 0.36
Br -7.564054 -1.213197 1.008433 0.10 -0.03 0.03
C -5.689954 -1.498697 0.842833 -0.14 0.06 0.03
C -4.828154 -0.418397 0.922833 -0.07 -0.05 0.00
C -3.474154 -0.633897 0.750533 0.20 0.12 -0.16
C -2.935454 -1.896897 0.505033 0.99 -0.52 0.25
C -3.840354 -2.956897 0.463633 0.20 -0.19 0.02
C -5.204454 -2.772297 0.626233 -0.23 -0.02 -0.06
H -5.209254 0.575003 1.105633 -0.04 0.09 0.01
H -2.811354 0.216403 0.783033 -0.03 0.15 0.02
H -3.492954 -3.967797 0.285433 0.02 -0.09 0.05
H -5.881754 -3.613397 0.584133 -0.03 -0.02 -0.03
O 0.819746 -5.497297 1.617033 0.04 -0.35 0.05
Cl 0.335646 -4.276797 1.120733 3.38 -5.49 2.61
O 0.591946 -4.148397 -0.265467 -0.54 1.20 -2.04
O -1.071954 -4.184497 1.323033 -2.86 0.95 -0.24
O 0.951046 -3.188497 1.805633 0.17 1.74 0.45
```
Positions in Å, forces in eV/Å.

Summary:
2S+1   1
LUMO level   -0.49 eV
Relative energy (zero: lowest compared OMol25 entry of this formula, charge and spin)   2.103 eV
Frontier orbital gap   6.771 eV